Here is the molecule C2H5N3 in a non-equilibrium geometry from the Open Molecules 2025 dataset. Energies are from wB97M-V/def2-TZVPD.

Results
- largest force on an atom (eV/Å) = 6.7
- energy (eV) = -6622.8878
- structure (SMILES) = [H]/N=C\N/C=N/[H]

The geometry in ORCA input format:
```
! wB97M-V def2-TZVPD RIJCOSX def2/J DEFGRID3
* xyz 0 1
C 1.38771 -0.61797 0.15274
C -0.88646 0.36811 -0.13335
H 1.56894 1.54019 -0.18783
H 1.74336 -1.50850 0.52543
H -0.69496 -1.51697 -0.38410
H -0.26486 1.26610 -0.10802
H -2.78128 0.76667 0.10694
N 2.04766 0.52727 0.04540
N -0.03791 -0.76982 -0.24373
N -2.08221 -0.05507 0.22650
*
```

---

Here is a cluster of 2 separate species, C2H8S2 in total in a non-equilibrium geometry from the Open Molecules 2025 dataset. Energies are from wB97M-V/def2-TZVPD.

Results
- largest force on an atom (eV/Å) = 2.4
- energy (eV) = -23873.4156
- structure (SMILES) = CCS.S

The geometry in ORCA input format:
```
! wB97M-V def2-TZVPD RIJCOSX def2/J DEFGRID3
* xyz 0 1
S -2.29726 -1.83327 -2.09236
H -1.39684 -2.58674 -2.71421
H -1.58678 -0.66914 -2.23937
C 0.61443 0.14346 -0.21411
C 0.79619 1.12280 0.93691
S -0.23224 0.97391 2.60109
H 1.19427 0.39215 -1.10834
H 0.89857 -0.86866 0.06055
H -0.46361 0.25985 -0.34649
H 0.39808 2.11413 0.77305
H 1.79184 1.14278 1.39103
H 0.28336 -0.19127 2.95224
*
```

---

Here is a cluster of 2 separate species, C4H10O2 in total from the Open Molecules 2025 dataset. Energies are from wB97M-V/def2-TZVPD.

Results
- largest force on an atom (eV/Å) = 0.4
- energy (eV) = -8401.8014

The geometry in ORCA input format:
```
! wB97M-V def2-TZVPD RIJCOSX def2/J DEFGRID3
* xyz 0 1
C 1.33623 -0.95183 0.46255
C 0.11956 0.23704 0.32278
C -0.98119 -0.16275 1.30863
O 0.56207 1.46122 0.39340
C -0.01374 -0.28611 -1.01003
O -1.05346 1.43333 -1.61933
H 2.23049 -0.65797 -0.08838
H 1.52383 -0.80132 1.52826
H 1.09026 -2.00683 0.30407
H -1.25108 -1.22429 1.25799
H -0.64128 0.07611 2.31996
H -1.87102 0.43899 1.10011
H -0.46917 1.80438 -0.86803
H 0.75803 -0.02080 -1.72269
H -0.66299 -1.12563 -1.25439
H -0.67653 1.78646 -2.43491
*
```

---

Here is a cluster of 3 separate species, C25H52BFN3O3 in total in a non-equilibrium geometry from the Open Molecules 2025 dataset. Energies are from wB97M-V/def2-TZVPD.

Results
- largest force on an atom (eV/Å) = 2.2
- energy (eV) = -40773.6827
- expectation value of S² = 2.008

The geometry in ORCA input format:
```
! wB97M-V def2-TZVPD RIJCOSX def2/J DEFGRID3
* xyz -1 3
C 0.36908 8.09724 -0.33407
C 1.64658 7.27779 -0.18827
C 2.64399 7.89646 0.79031
N 1.84785 6.22480 -0.84215
B 2.14173 4.82059 -0.22160
F 3.31424 4.82373 0.69907
C 0.85735 4.21976 0.58518
C 0.70821 4.75956 2.02688
C 0.87527 3.69384 3.12392
C 2.33068 3.61732 3.54609
O 3.00920 2.72387 2.66075
H 0.58329 9.09886 -0.71631
H -0.07420 8.20636 0.65676
H -0.30490 7.57631 -1.00374
H 3.65163 7.58251 0.54648
H 2.43698 7.50022 1.78818
H 2.55170 8.98026 0.85111
H 2.40697 4.03943 -1.13815
H -0.07354 4.30664 0.02399
H 1.04890 3.14658 0.65526
H 1.44246 5.55173 2.16887
H -0.27389 5.22780 2.13626
H 0.54011 2.72514 2.76277
H 0.25981 3.99161 3.97807
H 2.78141 4.60326 3.45492
H 2.45579 3.25183 4.56948
H 3.68767 3.21095 2.19029
C 0.73966 -2.10785 -1.57749
C 0.81877 -0.66819 -2.13723
C 1.14882 -0.70209 -3.62925
C 2.59939 -1.08402 -3.92302
C 3.56197 -0.18477 -3.14646
C 3.26942 -0.14932 -1.64652
N 1.82807 0.14472 -1.39347
O 1.61945 1.40250 -1.58153
C 3.68962 -1.48317 -1.00403
C 4.11956 0.92311 -0.97254
C -0.56104 -0.05851 -1.92819
H -0.28648 -2.47579 -1.60672
H 1.33665 -2.82570 -2.14061
H 1.05412 -2.14257 -0.53421
H 0.95311 0.28515 -4.05962
H 0.46558 -1.39600 -4.12661
H 2.77794 -2.13580 -3.67998
H 2.78957 -0.98629 -4.99459
H 4.59299 -0.51418 -3.29694
H 3.49545 0.83156 -3.54591
H 3.40214 -1.51212 0.04768
H 4.77397 -1.58754 -1.06071
H 3.27572 -2.36161 -1.49498
H 3.96353 1.90690 -1.41085
H 5.17420 0.66221 -1.08179
H 3.88592 0.99149 0.09072
H -0.80895 -0.01361 -0.86667
H -1.30445 -0.67934 -2.43086
H -0.63219 0.94763 -2.33581
C -5.26817 -5.76372 0.54120
C -3.79881 -5.52014 0.12335
C -2.85098 -6.10854 1.16837
C -2.80668 -5.30821 2.46904
C -2.50015 -3.83712 2.19181
C -3.44534 -3.21038 1.16685
N -3.52770 -4.05979 -0.06403
O -2.47085 -3.88995 -0.77978
C -4.83491 -3.00432 1.79307
C -2.95189 -1.81778 0.79361
C -3.61444 -6.23754 -1.20742
H -5.63954 -6.68375 0.09112
H -5.39613 -5.87216 1.61730
H -5.91716 -4.95966 0.19649
H -1.84099 -6.15438 0.74886
H -3.14699 -7.14105 1.37001
H -3.75076 -5.40509 3.01239
H -2.03907 -5.72467 3.12406
H -2.55231 -3.25940 3.11650
H -1.47168 -3.75280 1.82794
H -5.54731 -2.64525 1.04938
H -4.76828 -2.25707 2.58354
H -5.24779 -3.89679 2.25670
H -1.93030 -1.83126 0.42128
H -2.97658 -1.18025 1.67684
H -3.58770 -1.37036 0.02871
H -4.27608 -5.82252 -1.96923
H -3.85658 -7.29256 -1.07804
H -2.59172 -6.17478 -1.57206
*
```

---

Here is a structure of composition C4H8NO in a non-equilibrium geometry from the Open Molecules 2025 dataset. Energies are from wB97M-V/def2-TZVPD.

Results
- largest force on an atom (eV/Å) = 4.4
- energy (eV) = -7805.7990

The geometry in ORCA input format:
```
! wB97M-V def2-TZVPD RIJCOSX def2/J DEFGRID3
* xyz 1 1
C -2.30119 0.40480 0.23296
C -1.11320 1.15087 0.72251
C -1.23809 -0.37982 -0.55412
C 3.35056 -0.81472 -0.10745
N -0.30292 0.58965 -0.12396
O 2.38801 -0.12626 0.16871
H -3.04602 0.98839 -0.36190
H -1.17071 1.96790 1.44110
H -0.88538 -1.26446 -0.11164
H -1.08735 -0.38789 -1.62817
H 4.36434 -0.71278 0.44035
H 3.20311 -1.54800 -0.95501
H 0.74868 0.39709 -0.08577
H -2.90984 -0.26478 0.92241
*
```

---

Here is the molecule C6H9N in a non-equilibrium geometry from the Open Molecules 2025 dataset. Energies are from wB97M-V/def2-TZVPD.

Results
- largest force on an atom (eV/Å) = 2.7
- energy (eV) = -7852.6314
- structure (SMILES) = C[C@]12C[C@H]1[C@H]1N[C@H]12

The geometry in ORCA input format:
```
! wB97M-V def2-TZVPD RIJCOSX def2/J DEFGRID3
* xyz 0 1
C -0.61075 -0.24841 1.77886
C -0.35166 -0.21224 0.31098
C -0.43091 -1.37680 -0.61803
C 0.88300 -0.68102 -0.40845
C 1.06969 0.64812 -1.15207
N -0.14748 1.02266 -1.76444
C -0.38937 1.17006 -0.37580
H 0.01415 0.49711 2.28761
H -0.37197 -1.23351 2.18886
H -1.65863 -0.01505 1.99402
H -0.49106 -2.33449 -0.09965
H -0.96035 -1.33193 -1.56493
H 1.73720 -1.17205 0.03556
H 1.52864 1.47582 -0.47239
H -0.13768 1.87236 -2.30092
H 0.31717 1.91938 0.16079
*
```

---

Here is the molecule CH2INOS2 in a non-equilibrium geometry from the Open Molecules 2025 dataset. Energies are from wB97M-V/def2-TZVPD.

Results
- largest force on an atom (eV/Å) = 4.0
- energy (eV) = -34377.5832
- structure (SMILES) = O=C(I)NSS

The geometry in ORCA input format:
```
! wB97M-V def2-TZVPD RIJCOSX def2/J DEFGRID3
* xyz 0 1
C 0.11375 1.01368 -0.24500
N -0.23595 -0.26875 -0.96829
O 0.65440 0.96415 0.82330
S -0.41996 -1.55428 1.67073
S 0.26794 -1.68801 -0.21002
I -0.44651 2.72974 -1.25297
H -0.52936 -0.29179 -1.93039
H 0.59570 -0.90474 2.11264
*
```